1.
94
Properties=species:S:1:pos:R:3:lowdin_charge:R:1 method="wB97M-V/def2-TZVPD" de_lowest_kcal_mol=0.0 total_charge=+3
W -0.06241 -0.06957 -0.68512 0.884
C -2.91138 -2.60800 -2.59579 -0.088
C -2.76319 -2.85879 -1.09670 -0.649
C -3.04632 -4.35213 -0.83256 -0.056
C -3.79594 -2.01126 -0.34778 -0.065
P -1.06959 -2.45367 -0.39797 1.091
C -1.22829 -2.70868 1.42437 -0.223
N -1.32098 -1.38436 1.97865 -0.006
B -1.12351 -0.20459 1.20103 -0.722
N -1.09738 0.86871 2.14975 -0.028
C -0.93124 2.24478 1.74725 -0.224
P -1.22142 2.15280 -0.07115 1.083
C -3.09421 2.25595 -0.24165 -0.632
C -3.77355 1.41974 0.85309 -0.063
C -3.56438 1.79636 -1.62076 -0.095
C -3.55339 3.71131 -0.01863 -0.060
C -0.32534 3.60640 -0.83464 -0.667
C -0.47383 4.84698 0.07088 -0.053
C 1.17126 3.28820 -0.91514 -0.099
C -0.82418 3.92537 -2.24601 -0.068
C -1.27410 0.35855 3.42108 -0.136
C -1.28771 0.99690 4.66368 0.024
C -1.46170 0.20415 5.77390 -0.028
C -1.59891 -1.19407 5.66806 -0.027
C -1.56946 -1.83492 4.45108 0.023
C -1.41573 -1.03896 3.31458 -0.130
C 0.24699 -3.65224 -0.95967 -0.672
C 0.19081 -4.97979 -0.17777 -0.052
C 1.60767 -3.01301 -0.66836 -0.101
C 0.13896 -3.92178 -2.46369 -0.069
H -3.94126 -2.85245 -2.85875 0.113
H -2.26320 -3.23332 -3.20436 0.075
H -2.76573 -1.56310 -2.87054 0.002
H -4.07619 -4.53754 -1.13888 0.111
H -2.97323 -4.63293 0.21786 0.087
H -2.41438 -5.00907 -1.42546 0.080
H -4.78670 -2.35009 -0.65099 0.115
H -3.71670 -0.95726 -0.61816 0.050
H -3.74162 -2.10278 0.73682 0.090
H -0.34275 -3.23196 1.79678 0.112
H -2.10262 -3.32181 1.65329 0.113
H 0.06879 2.62914 1.96821 0.113
H -1.66235 2.90832 2.21750 0.118
H -3.47247 0.37439 0.87355 0.046
H -4.84547 1.44751 0.65505 0.118
H -3.62193 1.84012 1.84612 0.097
H -3.42498 0.72501 -1.77304 0.028
H -3.08095 2.33154 -2.43675 0.071
H -4.63386 1.99784 -1.69021 0.113
H -3.23947 4.10993 0.94623 0.088
H -4.64385 3.69787 -0.01366 0.112
H -3.24588 4.39114 -0.80781 0.077
H 0.00110 4.70421 1.04184 0.089
H -1.49810 5.17083 0.22180 0.072
H 0.05293 5.66624 -0.42033 0.111
H 1.58790 2.92811 0.02994 0.077
H 1.69569 4.21075 -1.16577 0.111
H 1.38668 2.57283 -1.70855 0.052
H -1.83889 4.31348 -2.26397 0.079
H -0.76698 3.06422 -2.91537 0.046
H -0.17609 4.69549 -2.66603 0.111
H -1.17151 2.06850 4.74945 0.125
H -1.49313 0.65619 6.75486 0.125
H -1.72869 -1.77223 6.57197 0.125
H -1.67128 -2.90896 4.37993 0.125
H 0.58902 -4.87181 0.83066 0.088
H 0.83434 -5.69198 -0.69736 0.112
H -0.79682 -5.42664 -0.11670 0.074
H 1.70521 -2.66864 0.36742 0.082
H 1.82767 -2.19469 -1.36373 0.060
H 2.38531 -3.76170 -0.82970 0.115
H -0.70926 -4.55580 -2.71001 0.082
H 1.03945 -4.45007 -2.77855 0.109
H 0.07313 -3.00394 -3.05316 0.068
O 4.89843 -2.61295 4.51245 -0.014
C 5.27146 -1.25893 4.46835 -0.219
N 5.05847 -0.81317 3.10459 0.120
C 3.83765 -0.47059 2.68025 -0.430
O 2.84740 -0.34924 3.37804 0.089
C 3.66494 -0.18662 1.19429 -0.046
C 4.63153 -0.09690 0.19947 0.084
C 4.25276 0.17210 -1.11836 0.031
C 2.92214 0.32125 -1.42711 -0.089
N 1.97216 0.24412 -0.45315 -0.142
C 2.35201 0.03168 0.81962 -0.065
H 5.05117 -2.96340 5.39908 0.111
H 6.32885 -1.11349 4.70168 0.141
H 4.65723 -0.63844 5.12430 0.136
H 5.78827 -1.00565 2.43957 0.143
H 5.68385 -0.22545 0.41767 0.141
H 4.99431 0.25294 -1.90026 0.141
H 2.56721 0.50169 -2.43297 0.121
H 1.58312 0.00204 1.59422 0.123
Se -0.75749 0.13696 -2.79388 0.566



2.
136
Properties=species:S:1:pos:R:3:lowdin_charge:R:1 method="wB97M-V/def2-TZVPD" total_charge=+1
C 4.95966 0.23622 -0.44695 -0.008
C 4.57767 -1.23156 -0.62566 -0.346
N 4.30571 -1.95027 0.36833 0.177
C 4.48454 -1.83436 -2.03469 -0.031
N 3.06289 -1.83889 -2.40518 0.013
C 2.22596 -2.79417 -1.85505 -0.086
P 2.56608 -4.24102 -0.73366 0.521
N 1.80834 -5.47741 -1.30862 -0.121
O 2.06834 -3.86840 0.71729 -0.127
O 4.10672 -4.64359 -0.59148 -0.158
C 0.96583 -2.44407 -2.34715 -0.192
C -0.36628 -3.05635 -2.04795 -0.118
C -0.74862 -2.85743 -0.55163 -0.157
C -1.90568 -1.91052 -0.30116 -0.199
N -1.57534 -0.51101 -0.62922 -0.049
C -0.24161 -0.14453 -0.14425 -0.165
C 0.08501 1.33296 -0.09520 -0.144
C 1.10470 1.72866 0.77196 -0.052
C 1.49732 3.05812 0.88584 -0.072
C 0.85496 4.05351 0.15321 -0.066
C -0.15827 3.66663 -0.71645 -0.028
C -0.52353 2.33487 -0.85414 -0.262
O -1.51934 2.03406 -1.77111 0.017
N 1.11420 -1.37711 -3.19034 -0.108
P -0.13750 -0.48867 -4.17852 0.706
O -1.55314 -0.71896 -3.48258 -0.303
Cl -0.27320 -1.59605 -5.94361 0.285
C 2.42385 -1.01432 -3.23293 -0.279
S 3.14876 0.29361 -4.20277 0.770
O 2.27392 0.67335 -5.26733 -0.307
O 4.42765 -0.09874 -4.70637 -0.233
C 3.33802 1.84501 -3.14988 -0.674
F 2.72929 2.81906 -3.79753 0.177
F 2.76271 1.71479 -1.96902 0.162
F 4.61795 2.13801 -3.08060 0.178
H 5.59112 0.26476 0.44301 0.094
H 5.53242 0.63765 -1.28091 0.075
H 4.08074 0.83232 -0.20840 0.071
H 4.39344 -1.42255 1.23622 0.096
H 5.07513 -1.18932 -2.68306 0.115
H 4.91766 -2.82550 -2.10824 0.130
H 1.33736 -5.23140 -2.17183 -0.023
H 1.41625 -4.54369 0.96304 0.100
H 4.37621 -4.85236 -1.49907 0.093
H -1.12616 -2.74486 -2.74482 0.058
H -0.23811 -4.12582 -2.20209 0.100
H -1.07074 -3.84511 -0.20840 0.126
H 0.12713 -2.61803 0.04625 0.078
H -2.30868 -1.99532 0.71843 0.114
H -2.72656 -2.21323 -0.96338 0.116
H -2.24307 0.08660 -0.15545 0.117
H -0.03902 -0.60613 0.83501 0.129
H 0.49153 -0.59448 -0.83105 0.099
H 1.63983 1.00077 1.37506 0.109
H 2.30080 3.37721 1.53841 0.094
H 1.11017 5.09962 0.23046 0.101
H -0.68171 4.41445 -1.29979 0.108
H -1.33883 2.52043 -2.58038 0.099
H -2.23141 -1.03463 -4.09877 0.048
C -3.88323 7.85101 -1.00588 -0.159
C -2.90514 8.86879 -0.45970 -0.161
O -2.40810 8.27399 0.74609 -0.181
S -2.35469 6.68253 0.57904 0.611
O -1.03573 6.29864 0.21928 -0.228
O -3.03158 6.09246 1.67229 -0.202
O -3.27516 6.58098 -0.73126 -0.190
H -4.83932 7.89359 -0.48107 0.136
H -4.05130 7.96624 -2.07318 0.136
H -3.37128 9.82633 -0.24651 0.138
H -2.06305 9.01785 -1.13901 0.134
C 6.73361 -5.22569 4.16585 -0.158
C 7.61097 -4.09328 3.67809 -0.163
O 7.82692 -4.38138 2.29031 -0.186
S 6.52792 -5.10698 1.68447 0.613
O 5.71485 -4.14612 1.02659 -0.261
O 6.94330 -6.29568 1.03430 -0.207
O 5.83352 -5.48162 3.07905 -0.182
H 7.31552 -6.13081 4.34888 0.136
H 6.17777 -4.96571 5.06252 0.137
H 8.55827 -4.03934 4.20682 0.137
H 7.09831 -3.13146 3.75180 0.133
C 0.93468 1.93190 6.32320 -0.149
C 0.66097 0.73093 5.44931 -0.169
O 1.54285 0.90302 4.32526 -0.195
S 2.88284 1.63513 4.80545 0.590
O 3.88418 0.65439 5.03581 -0.228
O 3.09678 2.74640 3.94976 -0.228
O 2.35702 2.14676 6.22352 -0.181
H 0.42854 2.81844 5.94569 0.109
H 0.64860 1.76526 7.35855 0.138
H -0.36834 0.67885 5.12535 0.115
H 0.93011 -0.19757 5.95043 0.126
C -2.69968 0.50506 -8.71268 -0.172
C -2.97761 -0.93047 -9.08564 -0.177
O -4.40078 -1.05322 -9.01368 -0.205
S -5.07846 0.35124 -9.43060 0.612
O -5.45727 0.29106 -10.79137 -0.197
O -5.98498 0.71820 -8.40625 -0.213
O -3.75425 1.25806 -9.31312 -0.176
H -2.75092 0.65148 -7.63022 0.127
H -1.73540 0.84834 -9.07817 0.140
H -2.49937 -1.63673 -8.41041 0.107
H -2.66610 -1.14162 -10.11077 0.140
C -4.25539 -3.85333 -6.52821 -0.142
C -4.18796 -2.50743 -5.84220 -0.171
O -4.44382 -2.79824 -4.45882 -0.187
S -3.86222 -4.25286 -4.09883 0.617
O -2.58240 -4.09816 -3.48901 -0.234
O -4.88424 -5.00904 -3.48427 -0.187
O -3.64837 -4.76411 -5.59806 -0.172
H -5.28708 -4.16744 -6.69176 0.145
H -3.71985 -3.86637 -7.47374 0.135
H -4.92034 -1.80156 -6.22571 0.140
H -3.18564 -2.07431 -5.92274 0.078
C -4.12685 -2.31144 3.90564 -0.159
C -4.27869 -1.13660 4.84829 -0.155
O -3.43189 -1.46207 5.95903 -0.178
S -2.16965 -2.29969 5.44846 0.616
O -1.07022 -1.41272 5.27711 -0.234
O -2.06321 -3.47579 6.22639 -0.198
O -2.73954 -2.67165 3.99584 -0.194
H -4.72391 -3.16539 4.23020 0.137
H -4.38560 -2.05811 2.88087 0.131
H -5.30262 -0.99358 5.18054 0.140
H -3.91111 -0.21186 4.39797 0.136
C -2.11176 5.51502 9.33079 -0.155
C -1.24934 4.28978 9.54305 -0.159
O -1.87463 3.27239 8.74659 -0.194
S -2.53724 3.94144 7.44830 0.602
O -1.64190 3.80030 6.35499 -0.226
O -3.88636 3.52066 7.36516 -0.208
O -2.48419 5.45969 7.94654 -0.180
H -3.02156 5.47316 9.93226 0.136
H -1.58094 6.43909 9.54196 0.138
H -1.20404 3.98312 10.58400 0.138
H -0.23627 4.44502 9.16527 0.133



Number 1: HOMO level -15.9017 eV, strongest force on any atom 0.622 eV Å⁻¹, molecular weight 848.34 g/mol. Number 2: HOMO level -10.4662 eV, strongest force on any atom 3.146 eV Å⁻¹, molecular weight 1449.69 g/mol.